DFT (wB97M-V/def2-TZVPD) results for a molecular structure, C25H24BrN6OS2Tc.

```
60
Properties=species:S:1:pos:R:3
Tc -0.36 1.53 0.77
C 3.60 2.52 -0.53
C 2.15 2.45 -0.26
N 1.62 1.60 0.57
N 2.39 0.86 1.42
C 1.85 0.85 2.62
N 2.43 0.20 3.61
S 0.37 1.78 2.98
C 1.20 3.47 -0.74
C 1.54 4.48 -1.61
C 0.64 5.53 -1.82
C -0.55 5.54 -1.12
C -0.85 4.47 -0.28
N -0.01 3.45 -0.10
H 4.13 1.71 -0.04
H 3.99 3.48 -0.18
H 3.78 2.48 -1.61
H 3.32 -0.25 3.47
H 2.09 0.29 4.56
H 2.50 4.47 -2.10
H 0.89 6.33 -2.50
H -1.26 6.35 -1.22
H -1.78 4.45 0.28
O -3.18 1.14 -4.76
C -2.45 1.10 -3.66
C -1.09 0.75 -3.62
C -0.44 0.76 -2.41
N -1.06 1.08 -1.25
C -2.36 1.40 -1.33
Br -3.08 1.83 0.38
C -3.11 1.44 -2.47
H -2.70 0.88 -5.56
H -0.55 0.47 -4.51
H 0.60 0.48 -2.33
H -4.16 1.70 -2.47
N -0.58 -0.42 1.23
S -0.35 -1.71 0.23
C -1.75 -2.77 0.53
C -1.64 -4.11 0.17
C -2.75 -4.92 0.32
C -3.94 -4.40 0.81
C -4.03 -3.05 1.16
C -2.93 -2.22 1.01
C 1.00 -2.62 0.92
C 0.87 -3.27 2.15
C 1.97 -3.94 2.65
C 3.16 -3.96 1.94
C 3.28 -3.31 0.72
C 2.19 -2.62 0.20
H -0.72 -0.71 2.20
H -0.71 -4.52 -0.21
H -2.68 -5.96 0.05
H -4.80 -5.04 0.93
H -4.96 -2.65 1.55
H -3.00 -1.17 1.27
H -0.07 -3.28 2.68
H 1.89 -4.47 3.59
H 4.01 -4.50 2.33
H 4.20 -3.34 0.16
H 2.25 -2.13 -0.76
```

Results
**Gap between HOMO and LUMO (alpha / beta)**: 7.4408 / 5.8060 eV
**Net charge**: +3
**Energy above the lowest of the compared OMol25 structures with the same formula, charge and spin**: 43.05 kJ/mol
**Multiplicity**: 4
**⟨S²⟩**: 3.787